C33H49As2N2O13PRuSe2 as an isolated structure, computed with ωB97M-V/def2-TZVPD.

- charge = 0
- E_LUMO (spin up / spin down) (eV) = -0.3 / -0.7
- HOMO level (spin up / spin down) (eV) = -6.4 / -7.1
- 2S+1 = 5
- expectation value of S² = 6.0416
- energy above the lowest of the compared OMol25 structures with the same formula, charge and spin (kJ/mol) = 52.5

Atoms and positions in Å:
Ru (-0.39493, -1.07786, 1.00340)
Se (-2.72923, -1.10727, 1.16342)
Se (0.08073, -1.75300, 3.24913)
As (-0.52878, 0.55877, -1.12115)
As (-0.25050, 1.69300, -4.55509)
P (3.27095, -0.25049, 0.77574)
O (1.24273, 3.15744, -1.21043)
O (-3.46909, 3.45864, -1.35787)
O (-1.98622, 4.69318, -3.74934)
O (0.95438, -1.78000, -2.36541)
O (-1.40932, -3.38074, -0.42462)
O (1.20118, 4.12615, -3.23278)
O (-4.08915, -1.22478, 5.72493)
O (-1.84345, -4.04233, 2.27028)
O (-0.70599, 1.20271, 2.34033)
O (-2.50197, 2.17679, 0.21103)
O (-3.53384, 3.24555, -4.35529)
O (1.80383, -0.46661, 1.04473)
O (2.01678, -0.71910, -4.02844)
N (0.26046, 2.04257, 2.58958)
N (1.05406, -3.48520, 0.65329)
C (-2.80464, -2.31311, 3.88578)
C (2.01478, 2.79111, 4.00311)
C (-3.76928, -2.45116, 5.08172)
C (1.06299, 5.42165, -2.63770)
C (0.91679, 0.58880, -2.41494)
C (2.37229, -2.01221, -4.51669)
C (-2.83487, -3.71726, 3.24583)
C (-0.08885, 3.24626, -5.72884)
C (-0.49453, -4.23333, -1.06328)
C (-1.44436, -1.92680, 4.45128)
C (-3.33361, -1.18833, 3.00103)
C (1.85363, -5.10082, -0.91353)
C (1.04153, 1.86875, 3.68077)
C (3.06597, -5.17592, -0.26408)
C (-4.07218, 1.92561, -4.17861)
C (1.10059, 1.78882, -3.15857)
C (3.25652, -4.40696, 0.87914)
C (2.23226, -3.57807, 1.28633)
C (1.42989, 4.03935, 2.06421)
C (-1.53851, 2.43417, -3.19853)
C (3.96999, -1.34873, -0.46014)
C (1.24923, -0.71484, -2.91266)
C (-1.58749, 2.05626, -1.91732)
C (0.86509, -4.25402, -0.41307)
C (0.46451, 3.09788, 1.77514)
C (-1.74319, -0.70635, -2.06367)
C (-3.40590, 2.63193, 1.22324)
C (-2.62346, 2.66685, -1.02537)
C (-2.38862, 3.56393, -3.73006)
C (3.67705, 1.41408, 0.29532)
C (1.20013, 3.04390, -2.43071)
C (2.21175, 3.90582, 3.19713)
C (4.22854, -0.52958, 2.27115)
H (2.60544, 2.62890, 4.89524)
H (4.69018, 1.46084, -0.11082)
H (-2.76059, -0.44078, -1.77597)
H (4.68172, -0.81123, -1.08846)
H (0.82189, 0.97558, 4.24571)
H (-0.37776, -3.86554, -2.08262)
H (-1.52799, -0.96378, 4.95971)
H (-4.71990, -2.85200, 4.72256)
H (3.84840, -5.83232, -0.62852)
H (0.24991, 5.92472, -3.15383)
H (4.18183, -4.45227, 1.44074)
H (-4.23661, 1.93150, 1.29349)
H (-2.83976, 2.62040, 2.15066)
H (4.15465, -1.57394, 2.57496)
H (3.08359, -1.84087, -5.31989)
H (-3.35402, -3.17249, 5.79524)
H (0.83464, 5.34365, -1.58013)
H (2.96578, 4.64254, 3.44260)
H (-2.78919, -4.44806, 4.06190)
H (3.81602, 0.10199, 3.06125)
H (2.33357, -2.96897, 2.17501)
H (1.49893, -2.53763, -4.90253)
H (-3.10956, -0.22175, 3.44811)
H (-1.64748, -3.69126, 0.46656)
H (1.99436, 5.96785, -2.77640)
H (3.14933, -1.73035, -1.06851)
H (-0.17694, 3.13610, 0.91320)
H (1.55950, 4.86274, 1.37520)
H (-4.39405, 1.77903, -3.14910)
H (-3.79495, -3.84956, 2.74487)
H (-0.20153, 4.18952, -5.20564)
H (0.90382, 3.18293, -6.17279)
H (-4.41726, -1.26922, 2.90611)
H (-1.11241, -2.67010, 5.17902)
H (-0.83720, 3.15604, -6.51515)
H (-3.29960, -0.88059, 6.15125)
H (-1.56254, -1.73810, -1.79313)
H (2.82480, -2.62183, -3.73721)
H (3.60330, 2.06308, 1.17050)
H (2.95445, 1.75012, -0.45064)
H (1.64981, -5.69926, -1.79480)
H (-4.93178, 1.86775, -4.83735)
H (-0.87252, -5.25900, -1.11378)
H (4.46713, -2.19082, 0.02069)
H (-0.96476, -3.83403, 2.61527)
H (-1.61705, -0.57169, -3.13600)
H (5.27894, -0.27183, 2.10622)
H (-3.77646, 3.62463, 0.99171)
H (-3.35675, 1.15421, -4.45338)

Cartesian forces (eV/Å) of the 3 atoms listed first:
Ru 0.499 0.756 0.334
Se -0.056 0.058 -0.298
Se 0.288 -0.133 0.216

Results of the Mulliken charge analysis, in e, for atoms 1 through 5: 2.815 -0.497 -0.736 1.939 0.163


An isolated ion of composition C5H8NO2 and charge -1, computed with ωB97M-V/def2-TZVPD.

- charge = -1
- E_LUMO (eV) = 2.7
- HOMO level (eV) = -3.3
- energy above the lowest of the compared OMol25 structures with the same formula, charge and spin (kJ/mol) = 653.9

Atoms and positions in Å:
O (0.94850, -1.85718, -0.13738)
O (1.44603, -0.23103, -1.69523)
N (1.49411, 0.71968, 1.67773)
C (-0.29510, 0.89263, -0.03564)
C (-2.60970, -0.03978, -0.23048)
C (-1.33842, -0.02333, -0.59072)
C (1.59769, -0.76396, -0.50552)
C (0.89707, 0.02004, 0.72112)
H (2.69874, -0.80362, -0.30472)
H (-3.34154, -0.64540, -0.72671)
H (-0.85564, -0.75646, -1.24217)
H (2.52384, 0.77529, 1.57695)
H (-3.00432, 0.72285, 0.44251)
H (-0.70607, 1.55116, 0.72747)
H (0.20336, -0.74802, 1.20196)
H (0.34145, 1.18712, -0.87918)

Cartesian forces (eV/Å) of the 3 atoms listed first:
O -0.015 -0.020 0.733
O -0.036 -0.072 0.351
N 1.946 -1.342 1.082

Results of the natural (NBO) charge analysis, in e, for atoms 1 through 5: -0.587 -0.830 -0.706 -0.401 -0.444


A 2-piece molecular cluster, C4H5N2O3 overall, computed with ωB97M-V/def2-TZVPD.

- charge = +1
- E_LUMO (eV) = -3.7
- HOMO level (eV) = -14.7
- energy above the lowest of the compared OMol25 structures with the same formula, charge and spin (kJ/mol) = 107.5

Atoms and positions in Å:
O (-2.96803, 1.88774, 1.71426)
O (-3.47038, 3.55341, 3.18605)
O (-1.83595, 0.93818, -0.68132)
N (-0.63029, 0.31183, -0.42359)
N (0.82145, -1.20516, 0.10293)
C (0.58944, 0.93503, -0.49495)
C (-3.21183, 2.74442, 2.44566)
C (1.47947, -0.07513, -0.10089)
C (-0.50857, -0.97697, -0.10521)
H (-2.57723, 0.43824, -0.26376)
H (1.16032, -1.90542, 0.64006)
H (0.50564, 1.99640, -0.69646)
H (-1.12965, -1.77934, 0.23220)
H (2.59192, -0.01044, 0.12378)

Cartesian forces (eV/Å) of the 3 atoms listed first:
O 0.426 -1.069 -1.027
O -0.594 2.314 1.900
O 0.675 -0.173 -0.249

Results of the natural (NBO) charge analysis, in e, for atoms 1 through 5: -0.578 -0.457 -0.454 0.027 -0.436


An isolated molecule of C6H10N2S, computed with ωB97M-V/def2-TZVPD.

- charge = 0
- E_LUMO (eV) = 0.8
- HOMO level (eV) = -7.2
- energy above the lowest of the compared OMol25 structures with the same formula, charge and spin (kJ/mol) = 342.3

Atoms and positions in Å:
S (-0.14767, 2.04533, -0.25841)
N (1.75142, -0.33479, -0.19612)
N (-1.97339, 0.19059, 0.69249)
C (0.35844, -2.49449, -0.24341)
C (2.32409, 0.84043, -0.31871)
C (1.26385, -1.38435, 0.11624)
C (-0.90703, 0.85864, 0.85911)
C (1.56290, 1.86270, 0.41238)
C (-2.56269, 0.11867, -0.54263)
H (-3.31061, 0.93378, -0.85895)
H (1.36682, 1.48498, 1.44748)
H (-3.16412, -0.85163, -0.78594)
H (0.28497, -2.59507, -1.35328)
H (-0.55642, -2.09105, 0.29082)
H (3.33142, 0.78606, -0.67014)
H (0.74967, -3.44264, 0.28951)
H (-0.51225, 0.94983, 1.85033)
H (-1.74333, 0.27677, -1.17537)
H (1.88393, 2.84625, 0.44459)

Cartesian forces (eV/Å) of the 3 atoms listed first:
S -0.409 -0.647 0.208
N -0.011 -1.250 -0.001
N 1.017 0.051 2.988

Results of the natural (NBO) charge analysis, in e, for atoms 1 through 5: 0.165 -0.250 -0.440 -0.711 -0.238


An isolated molecule of C5H8O2, computed with ωB97M-V/def2-TZVPD.

- charge = 0
- E_LUMO (eV) = 0.9
- HOMO level (eV) = -9.9
- energy above the lowest of the compared OMol25 structures with the same formula, charge and spin (kJ/mol) = 255.5

Atoms and positions in Å:
O (-0.78866, -0.64423, -1.67823)
O (0.74916, -0.49173, 1.60529)
C (-0.36848, -1.14772, -0.43265)
C (-1.58087, -0.34720, -0.52825)
C (1.49700, 0.76762, -0.34319)
C (-0.98223, 0.73034, 0.36018)
C (0.37893, -0.02538, 0.32328)
H (2.40823, 0.18141, -0.50573)
H (1.75056, 1.60446, 0.32198)
H (-1.03627, 1.76316, 0.01573)
H (-2.58861, -0.74412, -0.55188)
H (-1.38315, 0.62480, 1.37303)
H (1.17103, 1.18240, -1.30186)
H (-0.51210, -2.16942, -0.11122)
H (1.28547, -1.28440, 1.45351)

Cartesian forces (eV/Å) of the 3 atoms listed first:
O 0.019 0.100 -0.095
O 0.072 -0.150 0.088
C -0.186 -0.195 0.265

Results of the natural (NBO) charge analysis, in e, for atoms 1 through 5: -0.469 -0.710 0.005 0.046 -0.633


An isolated molecule of C3H5B, computed with ωB97M-V/def2-TZVPD.

- charge = 0
- E_LUMO (eV) = 0.5
- HOMO level (eV) = -9.6
- energy above the lowest of the compared OMol25 structures with the same formula, charge and spin (kJ/mol) = 168.8

Atoms and positions in Å:
C (-1.21032, 0.59703, 0.18637)
C (-1.23311, -0.69199, 0.02559)
C (0.05943, 0.08282, -0.47036)
B (1.44127, -0.01203, 0.17441)
H (-1.56229, 1.45036, 0.76091)
H (0.17021, 0.43203, -1.44970)
H (1.64214, -0.73183, 1.29232)
H (-1.66394, -1.63154, -0.18877)
H (2.35662, 0.50516, -0.33079)

Cartesian forces (eV/Å) of the 3 atoms listed first:
C -0.016 -1.491 1.510
C 0.978 2.513 -1.262
C 0.161 -0.194 1.397

Results of the natural (NBO) charge analysis, in e, for atoms 1 through 5: -0.132 -0.139 -0.658 0.451 0.234


C32H36Br3CrN2O3P as an isolated structure, computed with ωB97M-V/def2-TZVPD.

- charge = 0
- E_LUMO (spin up / spin down) (eV) = -1.0 / -0.9
- HOMO level (spin up / spin down) (eV) = -7.6 / -8.1
- 2S+1 = 5
- expectation value of S² = 6.0363
- energy above the lowest of the compared OMol25 structures with the same formula, charge and spin (kJ/mol) = 13.0

Atoms and positions in Å:
Br (-6.09714, -1.09319, -0.22619)
Br (-1.05131, -2.86276, -1.25508)
Br (-6.32780, 4.40919, 0.10568)
Cr (-1.19577, -0.91082, 0.22271)
P (1.15267, 0.04120, -1.04303)
O (-2.81079, -1.59013, 1.00958)
O (-2.28752, 0.11016, -0.99821)
O (-2.68967, -1.19763, 3.22543)
N (-0.11944, -1.71672, 1.83095)
N (-1.22777, 0.66449, 1.52995)
C (0.72526, 1.15099, 4.68626)
C (0.27024, -2.96041, 1.98801)
C (-0.39570, 0.49747, 2.65587)
C (-3.11238, 1.06640, -0.71665)
C (-0.32809, 2.21839, -1.91379)
C (1.16490, -0.12205, 4.90133)
C (-4.93961, 2.47391, -1.47367)
C (0.97711, -3.38940, 3.12625)
C (-4.01137, 1.50024, -1.72048)
C (-4.91547, -2.14150, -1.20374)
C (2.36137, -2.41871, -0.81216)
C (-2.21427, 1.49726, 1.57755)
C (2.13606, -1.36198, -1.69277)
C (3.51869, -2.50992, -3.31395)
C (-3.24549, -1.62179, 2.22628)
C (1.63568, 1.83241, -3.34566)
C (3.16712, -3.49087, -1.15929)
C (-5.01357, 3.08343, -0.21090)
C (3.81835, 1.07202, -0.93277)
C (-3.15753, 1.73593, 0.53485)
C (0.12091, -0.81268, 2.82211)
C (2.72654, -1.42951, -2.95242)
C (0.58675, 1.10960, -2.48807)
C (2.02630, 2.38459, 0.24361)
C (1.29115, -2.48088, 4.09485)
C (-0.06466, 1.46808, 3.55821)
C (0.86717, -1.14019, 3.96265)
C (-4.13531, 2.72880, 0.76963)
C (2.51683, 0.98134, -0.12623)
C (-0.23615, 0.18281, -3.40038)
C (2.85400, 0.24981, 1.17735)
C (3.74912, -3.54105, -2.41653)
H (4.28328, 0.09138, -1.03603)
H (4.36878, -4.38198, -2.69957)
H (1.09348, 2.38094, -4.12165)
H (1.04608, 2.35991, 0.72594)
H (2.03701, 0.29970, 1.89291)
H (-1.14005, 2.41702, -2.61661)
H (0.37777, -0.58564, -3.86823)
H (4.51611, 1.71769, -0.39106)
H (2.73367, 2.83027, 0.94859)
H (3.71765, 0.74353, 1.63217)
H (-3.96114, 1.00789, -2.68294)
H (-1.04104, -0.31078, -2.86069)
H (-4.23837, -2.09664, 2.29258)
H (1.85913, -2.77284, 4.96989)
H (3.32123, -4.29750, -0.45384)
H (-3.97692, -1.68889, -1.47717)
H (1.27119, -4.42612, 3.20397)
H (2.57413, -0.64433, -3.67510)
H (1.96634, 3.04283, -0.62066)
H (3.68753, 1.48629, -1.92890)
H (3.95844, -2.54100, -4.30258)
H (-0.40347, 2.48631, 3.41612)
H (-0.67754, 0.79195, -4.19452)
H (-4.17390, 3.20986, 1.73927)
H (3.12434, -0.79359, 1.01286)
H (-5.63340, 2.77234, -2.24841)
H (0.22302, 3.14759, -1.77659)
H (-2.35478, 2.07507, 2.49094)
H (0.97177, 1.93547, 5.38904)
H (1.88216, -2.41221, 0.15659)
H (-5.04569, -3.20727, -1.12774)
H (1.75392, -0.36672, 5.77589)
H (2.20243, 2.56646, -2.77546)
H (0.02813, -3.63590, 1.17531)
H (2.33858, 1.17474, -3.85112)
H (-0.77928, 1.95780, -0.96038)

Cartesian forces (eV/Å) of the 3 atoms listed first:
Br 0.007 -0.042 -0.019
Br 0.080 -0.027 -0.002
Br -0.002 0.009 0.011

Results of the Mulliken charge analysis, in e, for atoms 1 through 5: -0.130 -0.569 -0.205 0.215 1.421


C19H22IrN5SSb as an isolated structure, computed with ωB97M-V/def2-TZVPD.

- charge = +3
- E_LUMO (eV) = -11.0
- HOMO level (eV) = -18.4

Atoms and positions in Å:
Ir (-0.05179, 0.21370, -0.01238)
Sb (1.50135, -2.30808, -2.08622)
S (-1.08633, 2.00156, 1.29952)
N (1.94170, 0.26248, -0.43289)
N (-0.63321, -0.08554, -1.94607)
N (-2.87375, 2.90214, 3.01158)
N (-0.90900, 2.21133, 3.96962)
N (-0.15007, -1.73752, 0.46659)
C (-0.33686, -4.41445, 1.21199)
C (0.44026, -2.70640, -0.28285)
C (-1.63546, 0.68030, -2.46149)
C (-1.45613, -0.44381, -4.59055)
C (-0.93613, -3.42891, 1.96033)
C (0.36014, -4.03728, 0.07566)
C (-0.84577, -2.09338, 1.59508)
C (-0.43993, -1.21943, -4.04734)
C (2.53869, -0.68590, -1.20440)
C (4.06922, 1.32778, -0.21075)
C (4.67692, 0.37542, -0.99113)
C (-2.33135, 1.73773, -1.66480)
C (-1.66616, 2.39140, 2.90367)
C (-2.04171, 0.49946, -3.78109)
C (2.70829, 1.27528, 0.07567)
C (3.88733, -0.65066, -1.49042)
C (2.16037, 2.36911, 0.93750)
C (-0.05030, -1.02526, -2.73817)
C (-1.53056, -1.09239, 2.47018)
H (0.84205, -4.78608, -0.53942)
H (-1.64657, 2.53706, -1.37819)
H (-0.40985, -5.45501, 1.50166)
H (-2.31055, -0.55175, 1.93450)
H (-2.83761, 1.12701, -4.15590)
H (-3.44319, 3.04736, 2.19276)
H (-1.77890, -0.57733, -5.61513)
H (-1.21393, 2.48664, 4.89451)
H (0.03381, 1.87445, 3.88003)
H (4.64199, 2.14523, 0.20328)
H (-1.49213, -3.67765, 2.85333)
H (-0.82192, -0.37746, 2.88283)
H (-3.11367, 2.18089, -2.27412)
H (-1.99925, -1.61386, 3.30118)
H (1.43844, 2.98401, 0.40063)
H (5.73664, 0.42316, -1.20707)
H (4.32661, -1.42448, -2.10664)
H (2.97712, 3.01592, 1.24520)
H (-3.24839, 3.21894, 3.89699)
H (1.68736, 1.97461, 1.83331)
H (0.04728, -1.97710, -4.64744)
H (-2.79432, 1.32775, -0.76840)

Cartesian forces (eV/Å) of the 3 atoms listed first:
Ir -0.071 0.985 -0.045
Sb 0.067 -0.267 -0.050
S -0.088 -0.337 0.028

Results of the natural (NBO) charge analysis, in e, for atoms 1 through 5: 1.189 1.279 -0.361 -0.448 -0.455


| no. | total energy (eV) |
| --- | --- |
| 1 | -328850.516 |
| 2 | -10894.504 |
| 3 | -13343.404 |
| 4 | -20195.315 |
| 5 | -9407.184 |
| 6 | -3864.193 |
| 7 | -290731.939 |
| 8 | -47695.455 |